1.
{"formula": "C4H6O2", "method": "the ωB97M-V functional and the def2-TZVPD basis", "elements": ["O", "O", "C", "C", "C", "C", "H", "H", "H", "H", "H", "H"], "coordinates": [[0.28040, -1.43807, -2.60670], [0.45926, -1.40809, 0.61877], [-0.03654, -0.77325, -0.28358], [-0.27428, 0.74406, -0.10796], [0.20144, 1.17480, 1.28919], [-0.14681, -1.70764, -1.51496], [-0.33614, 0.62955, 2.07094], [-1.33748, 0.99678, -0.23319], [-0.38416, -2.76143, -1.22765], [0.04301, 2.24775, 1.44343], [0.26293, 1.32304, -0.87146], [1.26837, 0.97250, 1.42316]], "mulliken_charge": [-0.43, -0.48, 0.52, -0.25, -1.08, -0.08, 0.29, 0.28, 0.31, 0.36, 0.27, 0.29], "multiplicity": 1, "smiles": "CCC(=O)C=O", "gap_ha": 0.3631, "total_charge": 0, "homo_ha": -0.3611}

2.
{"formula": "C4H6O2Pt", "method": "the ωB97M-V functional and the def2-TZVPD basis", "elements": ["Pt", "O", "O", "C", "C", "C", "C", "H", "H", "H", "H", "H", "H"], "coordinates": [[0.37659, 1.42806, 0.14967], [2.06574, 0.76924, 0.58563], [-2.93216, 0.47533, -0.11559], [1.94432, -0.57830, 0.20170], [-1.68535, 0.04040, -0.55240], [0.50446, -1.03959, -0.01376], [-0.66124, -0.25442, 0.31869], [0.04642, -1.10349, 1.29705], [0.42498, -1.48991, -1.02068], [-3.48194, -0.28152, 0.10657], [2.38610, -1.20943, 0.99876], [-1.64960, -0.30996, -1.59723], [2.51930, -0.75646, -0.72968]], "mulliken_charge": [0.51, -0.58, -0.45, -0.08, -0.30, -0.62, -0.23, 0.27, 0.28, 0.31, 0.29, 0.33, 0.26], "multiplicity": 3, "gap_ha": [0.2710, 0.2562], "total_charge": 0, "homo_ha": [-0.2697, -0.3069]}

3.
{"formula": "C4H6O2Pt", "method": "the ωB97M-V functional and the def2-TZVPD basis", "elements": ["Pt", "O", "O", "C", "C", "C", "C", "H", "H", "H", "H", "H", "H"], "coordinates": [[2.03203, -1.64105, -1.96343], [1.87702, 0.26842, 0.75304], [0.64912, -0.67716, -1.60447], [-0.10046, -0.51994, -0.59372], [-1.43424, -0.23403, -0.00590], [0.68658, 0.52980, 0.12356], [-0.88145, 0.72126, 0.99101], [-0.81809, 0.31752, 2.00657], [2.14245, -0.64657, 0.60758], [-1.64518, -0.35286, -1.23388], [0.73749, 1.51097, -0.36786], [-1.16609, 1.77529, 0.95808], [-2.07918, -1.05164, 0.32942]], "mulliken_charge": [0.54, -0.41, -0.36, 0.46, -0.51, -0.02, -0.54, 0.30, 0.28, 0.26, 0.32, 0.30, 0.36], "multiplicity": 4, "gap_ha": [0.2341, 0.2413], "total_charge": 1, "homo_ha": [-0.4500, -0.5282]}

4.
{"formula": "C4H6O2Rb", "method": "the ωB97M-V functional and the def2-TZVPD basis", "elements": ["Rb", "O", "O", "C", "C", "C", "C", "H", "H", "H", "H", "H", "H"], "coordinates": [[0.71745, 2.66606, 1.23809], [3.06321, 1.94512, -0.12872], [-1.64552, 1.26247, 0.14086], [-1.43699, -1.12545, 0.01719], [-0.03331, -0.99586, 0.44912], [1.14050, -0.73666, -0.11294], [-2.14506, 0.18992, -0.13275], [1.20435, -0.56664, -1.19897], [-3.19263, 0.13957, -0.48771], [-2.03522, -1.74219, 0.71023], [-1.51733, -1.63623, -0.96428], [2.06333, -0.77135, 0.47574], [3.81721, 1.37125, -0.00585]], "mulliken_charge": [0.90, -1.01, -0.43, -0.36, 0.04, -0.64, 0.00, 0.22, 0.34, 0.29, 0.31, 0.22, 0.11], "multiplicity": 2, "gap_ha": [0.2270, 0.2198], "total_charge": 0, "homo_ha": [-0.2378, -0.2380]}

5.
{"formula": "C4H6O2S", "method": "the ωB97M-V functional and the def2-TZVPD basis", "elements": ["S", "O", "O", "C", "C", "C", "C", "H", "H", "H", "H", "H", "H"], "coordinates": [[-1.76958, -0.58003, -0.16508], [0.24847, 0.00245, 1.35236], [1.14249, 0.33970, -0.68241], [-0.15676, -1.08753, 0.57492], [0.96637, -1.06244, -0.53783], [0.31464, 0.93766, 0.32890], [-1.10051, 1.14115, -0.22846], [-1.67041, 1.84897, 0.43334], [1.89170, -1.56141, -0.15627], [-0.19226, -2.00907, 1.16557], [0.79943, 1.86919, 0.59064], [0.61847, -1.46099, -1.47710], [-1.09204, 1.62234, -1.19857]], "mulliken_charge": [-0.20, -0.45, -0.43, -0.03, -0.46, 0.04, -0.57, 0.31, 0.26, 0.42, 0.41, 0.31, 0.37], "multiplicity": 1, "smiles": "C1S[C@H]2CO[C@@H]1O2", "gap_ha": 0.3594, "total_charge": 0, "homo_ha": -0.3285}

6.
{"formula": "C4H6O2S", "method": "the ωB97M-V functional and the def2-TZVPD basis", "elements": ["S", "O", "O", "C", "C", "C", "C", "H", "H", "H", "H", "H", "H"], "coordinates": [[-2.91190, 0.01091, 0.00403], [-3.11107, 1.33783, 0.40086], [-3.52738, -1.27266, 0.24180], [-1.09626, -0.29735, 0.35637], [-0.36104, 0.95768, 0.60654], [-2.73946, -0.08602, -1.75087], [-0.08733, 0.21731, -0.68911], [0.93055, -0.16080, -0.68534], [-1.01003, -1.20046, 0.96977], [0.31761, 0.97282, 1.37412], [-1.17681, 1.80229, 0.52964], [-0.52648, 0.59042, -1.68542], [-2.61832, -1.05304, -2.16670]], "mulliken_charge": [1.24, -0.64, -0.61, -0.29, -0.50, -0.56, -0.53, 0.29, 0.39, 0.32, 0.21, 0.26, 0.43], "multiplicity": 1, "gap_ha": [0.2971, 0.2979], "total_charge": 0, "homo_ha": [-0.3558, -0.3547]}

What did we get for maximum force? Answer: 0.6 4.7 9.8 1.4 1.4 7.1 eV/A, in the order shown.
What did we get for electronic energy? Answer: -8339.2005 -11577.8333 -11568.6264 -8991.4148 -19174.5959 -19168.0846 eV, in the order shown.
What did we get for relative energy (zero: lowest compared OMol25 entry of this formula, charge and spin)? Answer: 29.07 50.21 64.52 4.62 16.39 166.54 kcal per mole, in the order shown.